(1)
This record from the OMol25 dataset describes a cluster of 2 separate species, C3H9OP in total. The level of theory is the ωB97M-V functional and the def2-TZVPD basis.

Structure (XYZ):
```
14
Properties=species:S:1:pos:R:3:nbo_charge:R:1
C 2.86 -0.30 -0.72 -0.708
C 2.82 -0.17 0.79 -0.699
C -4.06 -0.23 0.07 -0.847
O 0.80 1.29 -0.03 -0.985
P 1.16 -0.33 0.02 0.961
H 3.14 0.58 -1.29 0.238
H 3.24 -1.23 -1.12 0.227
H 3.20 -1.00 1.37 0.230
H 3.04 0.80 1.20 0.243
H -3.96 0.78 -0.31 0.209
H -4.22 -0.91 -0.75 0.212
H -3.16 -0.50 0.61 0.213
H -4.91 -0.27 0.74 0.213
H 0.05 1.49 -0.59 0.493
```

The calculation puts the LUMO energy at 0.791 eV. The total energy is -536.271795 hartree. The calculation puts the orbital gap at 10.0 eV. The calculation puts the energy above the lowest of the compared OMol25 structures with the same formula, charge and spin at 0.889 eV. For the maximum force, the calculation gives 0.0097 hartree/bohr.

---

(2)
This record from the OMol25 dataset describes a structure of composition C34H51BCl3N2O8SV. The level of theory is the ωB97M-V functional and the def2-TZVPD basis.

Structure (XYZ):
```
101
Properties=species:S:1:pos:R:3:lowdin_charge:R:1
V -0.12 -0.68 -0.41 0.972
C -1.66 -4.82 1.58 -0.008
N -2.55 -3.70 1.85 -0.121
C -3.88 -4.01 2.36 -0.017
C -2.14 -2.47 1.52 -0.373
O -1.03 -2.30 1.01 -0.015
C -3.07 -1.28 1.80 -0.109
O -2.45 -0.08 1.50 -0.149
C -1.63 0.42 2.55 -0.120
C -0.50 1.24 1.92 -0.430
O 0.06 0.35 0.94 -0.226
N 0.55 1.46 2.87 -0.167
C 1.77 2.02 2.33 -0.050
C 0.21 2.02 4.17 -0.046
H -2.08 -5.71 2.04 0.096
H -0.68 -4.63 2.02 0.084
H -1.54 -4.98 0.51 0.100
H -3.79 -4.58 3.29 0.102
H -4.43 -4.61 1.64 0.105
H -4.45 -3.12 2.57 0.081
H -3.42 -1.32 2.84 0.142
H -3.95 -1.36 1.15 0.152
H -1.15 -0.41 3.09 0.141
H -2.23 1.01 3.23 0.110
H 2.02 1.53 1.39 0.064
H 2.58 1.81 3.03 0.100
H 1.73 3.11 2.19 0.075
H -0.67 1.54 4.60 0.084
H 0.03 3.10 4.15 0.084
H 1.04 1.83 4.85 0.094
Cl -5.51 -2.20 -5.17 0.703
C -4.37 -1.63 -4.01 -0.659
C -4.58 -0.37 -3.41 -0.084
C -3.70 0.13 -2.48 -0.560
Cl -3.97 1.65 -1.73 0.770
C -2.54 -0.61 -2.11 -0.313
O -1.71 -0.12 -1.26 -0.135
C -2.36 -1.87 -2.72 -0.112
C -1.21 -2.64 -2.40 -0.107
O -0.30 -2.31 -1.62 -0.103
C -3.28 -2.38 -3.67 -0.048
H -5.45 0.21 -3.68 0.117
H -1.11 -3.62 -2.88 0.153
H -3.11 -3.34 -4.13 0.123
C 3.62 2.11 -1.69 0.007
C 2.68 1.68 -2.81 -0.451
C 3.42 1.51 -4.11 0.004
O 2.14 0.38 -2.40 0.069
B 0.96 0.63 -1.75 -0.558
O 0.52 1.91 -1.90 0.099
C 1.39 2.55 -2.89 -0.456
C 1.57 4.00 -2.50 0.006
C 0.67 2.43 -4.22 0.001
H 4.38 1.34 -1.55 0.100
H 3.09 2.24 -0.75 0.089
H 4.12 3.05 -1.94 0.100
H 4.30 0.90 -3.96 0.095
H 3.75 2.48 -4.49 0.102
H 2.80 1.04 -4.87 0.089
H 1.93 4.10 -1.48 0.085
H 0.62 4.52 -2.58 0.098
H 2.29 4.49 -3.17 0.102
H 0.53 1.39 -4.51 0.097
H 1.22 2.94 -5.02 0.098
H -0.32 2.89 -4.13 0.099
Cl -3.98 2.74 2.05 0.734
C -2.69 3.88 2.35 -0.571
C -3.02 5.01 3.08 -0.103
C -2.06 6.00 3.29 -0.072
C -0.80 5.85 2.73 -0.069
C -0.50 4.71 2.01 -0.052
C -1.41 3.68 1.83 -0.217
C -0.99 2.45 1.07 -0.041
H -4.02 5.12 3.47 0.105
H -2.31 6.88 3.86 0.110
H -0.06 6.63 2.85 0.109
H 0.49 4.61 1.57 0.103
H -1.79 2.09 0.42 0.095
H -0.16 2.72 0.41 0.117
C 3.64 -4.18 -2.83 -0.092
C 2.57 -3.41 -2.06 -0.285
C 3.20 -2.29 -1.24 -0.305
S 2.25 -1.64 0.13 0.901
O 3.10 -0.63 0.79 -0.428
C 2.15 -3.14 1.17 -0.286
C 2.56 -2.84 2.61 -0.267
C 1.55 -2.01 3.39 -0.089
H 3.19 -4.93 -3.47 0.077
H 4.33 -4.68 -2.15 0.080
H 4.22 -3.50 -3.46 0.083
H 2.01 -4.10 -1.41 0.101
H 1.85 -2.98 -2.75 0.099
H 3.41 -1.41 -1.85 0.087
H 4.13 -2.61 -0.76 0.113
H 2.83 -3.87 0.72 0.095
H 1.13 -3.49 1.09 0.067
H 3.53 -2.34 2.61 0.108
H 2.71 -3.81 3.10 0.116
H 1.41 -1.03 2.94 0.052
H 1.90 -1.85 4.41 0.084
H 0.58 -2.52 3.44 0.068
```

Its spin multiplicity is 2. The calculation puts the LUMO energy (spin up / spin down) at -3.538 / -3.568 eV. The total energy is -4785.158474 hartree. The calculation puts the orbital gap (spin up / spin down) at 7.0 / 7.0 eV. The calculation puts the energy above the lowest of the compared OMol25 structures with the same formula, charge and spin at 0.152 eV. Its charge is +1. For the maximum force, the calculation gives 0.0190 hartree/bohr.

---

(3)
This record from the OMol25 dataset describes a cluster of 10 separate species, C24H48O38S8 in total at a distorted geometry. The level of theory is the ωB97M-V functional and the def2-TZVPD basis.

Structure (XYZ):
```
118
Properties=species:S:1:pos:R:3:lowdin_charge:R:1
C 3.18 1.87 -3.08 -0.062
C 3.56 3.33 -2.98 -0.197
O 2.49 4.21 -3.26 0.038
C 2.29 4.64 -4.50 -0.603
O 2.91 4.31 -5.48 0.120
O 1.28 5.51 -4.47 0.009
C 1.07 6.26 -5.65 -0.054
H 2.39 1.57 -2.40 0.063
H 4.06 1.25 -2.92 0.085
H 2.85 1.58 -4.08 0.064
H 4.42 3.52 -3.63 0.129
H 3.88 3.51 -1.95 0.110
H 1.86 7.02 -5.72 0.101
H 0.07 6.68 -5.61 0.096
H 1.17 5.77 -6.62 0.090
C -1.01 -3.69 2.75 -0.043
C -0.49 -2.71 3.82 -0.191
O 0.74 -2.18 3.38 0.024
C 1.89 -2.79 3.62 -0.617
O 2.01 -3.89 4.07 0.135
O 2.87 -1.96 3.26 -0.008
C 4.18 -2.51 3.45 -0.025
H -2.01 -4.03 3.02 0.079
H -0.37 -4.57 2.80 0.085
H -0.95 -3.28 1.75 0.066
H -0.43 -3.18 4.81 0.133
H -1.24 -1.92 3.89 0.091
H 4.17 -3.60 3.36 0.092
H 4.54 -2.26 4.45 0.099
H 4.83 -2.18 2.64 0.096
C -4.07 -6.03 -0.04 -0.162
C -3.99 -6.47 -1.51 -0.150
O -2.86 -5.75 -2.04 -0.204
S -2.13 -4.76 -0.91 0.659
O -1.78 -3.47 -1.42 -0.211
O -1.09 -5.58 -0.36 -0.219
O -3.46 -4.75 -0.04 -0.227
H -3.67 -6.75 0.67 0.135
H -5.09 -5.80 0.26 0.137
H -4.81 -6.08 -2.10 0.127
H -4.01 -7.55 -1.60 0.132
C -0.25 1.81 -7.35 -0.172
C 0.53 0.61 -6.83 -0.182
O -0.12 0.25 -5.63 -0.202
S -0.77 1.55 -4.88 0.677
O 0.12 1.97 -3.83 -0.228
O -2.16 1.33 -4.60 -0.211
O -0.63 2.52 -6.18 -0.188
H -1.15 1.56 -7.91 0.133
H 0.34 2.39 -8.05 0.136
H 1.57 0.91 -6.67 0.131
H 0.45 -0.21 -7.53 0.136
C 1.88 5.17 1.41 -0.153
C 2.02 4.29 0.20 -0.170
O 3.10 3.39 0.40 -0.202
S 3.92 3.79 1.74 0.660
O 5.01 4.69 1.46 -0.225
O 4.23 2.59 2.46 -0.216
O 2.66 4.54 2.43 -0.185
H 0.84 5.13 1.74 0.138
H 2.19 6.21 1.31 0.134
H 2.20 4.94 -0.66 0.126
H 1.13 3.69 -0.01 0.124
C -0.60 -0.82 -0.05 -0.146
C -0.38 0.53 -0.78 -0.136
O -0.37 1.49 0.26 -0.185
S 0.11 0.86 1.68 0.634
O -0.61 1.43 2.78 -0.218
O 1.51 0.66 1.78 -0.191
O -0.64 -0.53 1.35 -0.216
H 0.20 -1.56 -0.09 0.102
H -1.52 -1.32 -0.34 0.091
H -1.10 0.59 -1.59 0.115
H 0.63 0.52 -1.18 0.110
C -3.53 -0.32 4.83 -0.161
C -3.54 -0.64 3.36 -0.190
O -4.89 -0.50 2.93 -0.219
S -5.61 0.74 3.75 0.671
O -6.95 0.42 4.16 -0.230
O -5.45 1.94 3.00 -0.225
O -4.53 0.68 4.96 -0.180
H -2.55 0.07 5.12 0.131
H -3.73 -1.15 5.51 0.134
H -3.34 -1.68 3.09 0.128
H -2.92 0.07 2.80 0.115
C 2.63 1.39 4.66 -0.195
C 1.70 0.60 5.59 -0.151
O 1.86 1.16 6.89 -0.187
S 2.89 2.44 6.87 0.660
O 3.82 2.41 7.98 -0.239
O 2.16 3.66 6.68 -0.237
O 3.58 2.03 5.50 -0.180
H 2.05 2.17 4.16 0.111
H 3.07 0.83 3.84 0.107
H 1.97 -0.45 5.53 0.122
H 0.67 0.77 5.30 0.122
C -5.85 -1.09 -0.37 -0.152
C -4.45 -1.68 -0.51 -0.168
O -3.71 -0.63 0.10 -0.244
S -4.20 0.86 -0.44 0.689
O -3.58 1.16 -1.70 -0.233
O -4.12 1.86 0.57 -0.199
O -5.71 0.28 -0.72 -0.184
H -6.11 -1.05 0.69 0.124
H -6.52 -1.63 -1.03 0.137
H -4.14 -1.86 -1.54 0.136
H -4.14 -2.50 0.13 0.119
C 2.19 -2.05 -3.46 -0.155
C 3.57 -2.66 -3.29 -0.173
O 3.41 -3.58 -2.23 -0.184
S 2.34 -3.06 -1.12 0.653
O 3.01 -2.41 -0.04 -0.212
O 1.39 -4.08 -0.80 -0.222
O 1.70 -1.96 -2.13 -0.209
H 1.56 -2.70 -4.08 0.135
H 2.17 -1.07 -3.92 0.122
H 4.31 -1.93 -2.95 0.133
H 3.98 -3.11 -4.19 0.138
```

The calculation puts the LUMO energy at -0.200 eV. The total energy is -6987.679198 hartree. The calculation puts the orbital gap at 10.2 eV. The calculation puts the energy above the lowest of the compared OMol25 structures with the same formula, charge and spin at 0.000 eV. For the maximum force, the calculation gives 0.0656 hartree/bohr.